Computed, not measured: a 8-piece molecular cluster, C15H40BF16N5O5P2 overall at a distorted geometry, with ωB97M-V/def2-TZVPD.

Results
- E_tot: -3550.75270 hartree
- Total charge: +2
- Gap between HOMO and LUMO: 6.5 eV
- LUMO: -6.258 eV

```
84
C15H40BF16N5O5P2, DFT ωB97M-V/def2-TZVPD
C 0.9473 3.7963 -4.7163
C 2.0996 3.8916 -3.7635
O 3.1603 3.2758 -4.0007
N 2.0229 4.9091 -2.5542
H 2.2043 5.8310 -2.9247
H 1.1145 5.0464 -2.1346
C 3.1076 4.7073 -1.4421
H 1.3099 3.4706 -5.6913
H 0.5062 4.7887 -4.8096
H 0.2019 3.0273 -4.5137
H 2.9058 3.7976 -0.8766
H 3.0383 5.5454 -0.7486
H 4.0802 4.6946 -1.9339
C -6.7908 -7.6146 -1.4975
C -5.3238 -7.1587 -1.3497
O -4.6132 -7.4445 -0.4814
N -4.9909 -6.0512 -2.3277
H -5.1777 -6.1748 -3.3126
H -5.6495 -5.3192 -2.1031
C -3.6374 -5.4206 -2.0791
H -6.9204 -8.3470 -0.7007
H -6.9796 -8.1087 -2.4505
H -7.5295 -6.8900 -1.1549
H -3.6040 -4.6003 -2.7961
H -2.7734 -6.0543 -2.2791
H -3.6039 -5.0760 -1.0455
C -5.0498 2.5971 0.9270
C -4.4446 2.1905 2.2147
O -4.0846 3.0277 3.0596
N -4.3737 0.6901 2.6750
H -4.7490 0.2274 1.8595
H -3.4085 0.4595 2.8629
C -5.4173 0.4185 3.7961
H -4.9293 3.6475 0.6617
H -6.1268 2.4885 1.0554
H -4.8480 1.9040 0.1104
H -4.9708 0.9902 4.6097
H -5.4985 -0.6212 4.1131
H -6.3982 0.8374 3.5714
C 4.1225 -4.1159 2.2770
C 3.5742 -3.6812 3.6385
O 2.9220 -4.4491 4.3661
N 3.5696 -2.2264 3.9904
H 3.3720 -1.6635 3.1755
H 2.7920 -2.1655 4.6321
C 4.7430 -1.9913 4.8906
H 5.2082 -4.0230 2.2492
H 3.5602 -3.7041 1.4390
H 3.9111 -5.1847 2.3083
H 4.9125 -2.7106 5.6918
H 4.5880 -0.9760 5.2557
H 5.6513 -2.0287 4.2892
C 7.1608 -0.0445 -2.3139
C 7.1897 0.1076 -0.8145
O 6.4935 -0.4672 -0.0434
N 8.2522 1.1748 -0.2258
H 8.1988 1.9785 -0.8352
H 7.8215 1.6143 0.5751
C 9.5905 0.6048 0.2152
H 8.0048 -0.5547 -2.7781
H 6.9517 0.8653 -2.8767
H 6.2789 -0.6182 -2.5990
H 9.3061 -0.2146 0.8755
H 10.0913 1.2925 0.8966
H 10.2901 0.1699 -0.4986
P -0.1074 -0.2261 -0.0871
F 0.0101 -0.4704 -1.7363
F 1.4743 0.0189 0.1508
F -0.3632 1.3621 -0.3409
F -0.2666 0.0987 1.5118
F -1.7388 -0.5784 -0.2210
F 0.1745 -1.7172 0.2491
P -1.9335 7.8623 -0.8782
F -1.0996 8.0558 -2.2058
F -3.3157 7.8739 -1.7649
F -1.6767 6.2599 -0.9417
F -2.6903 7.7258 0.5315
F -0.6171 7.8863 0.0782
F -2.0057 9.5232 -0.7773
B -7.8347 -2.3733 0.1561
F -8.0035 -3.3215 -0.8782
F -6.5216 -2.3542 0.4116
F -8.3932 -1.1164 -0.1279
F -8.4531 -2.8768 1.2613
```